Entry 1:
The following is a DFT calculation (ωB97M-V/def2-TZVPD) of a molecular structure, C33H90F6N7O15S2Sr.

```
154
Properties=species:S:1:pos:R:3:forces:R:3
Sr 0.042 -3.244 -0.465 -0.3 -0.3 -0.8
S 0.997 0.527 -0.363 0.9 0.7 -0.2
S -1.320 -0.392 -1.241 0.4 -1.7 1.1
F -3.318 -1.102 0.300 0.0 0.1 0.2
F 2.811 1.258 1.271 0.1 -0.4 0.0
F -3.283 1.015 -0.206 0.0 -0.2 0.2
F 1.363 -0.120 2.133 0.3 0.0 -0.2
F 2.905 -0.876 0.797 0.1 0.1 0.0
F -1.919 0.241 1.288 -0.2 -0.2 -0.1
O -5.824 1.828 -3.026 -0.1 -0.1 -0.2
O -1.981 5.279 -3.154 -0.2 0.1 0.1
O 0.158 -3.145 -3.058 0.3 -0.6 0.1
O -1.252 0.743 -2.067 0.0 0.9 -0.7
O 4.789 1.638 -3.850 0.0 0.3 0.1
O 0.268 1.670 0.077 -0.2 0.0 0.2
O 0.779 0.845 -5.651 0.2 0.2 0.5
O -3.905 0.685 5.982 -0.2 0.2 -0.2
O -1.770 -1.647 -1.799 -0.2 -0.2 0.4
O 1.208 -3.442 1.816 0.0 0.1 0.0
O 7.193 -2.598 0.684 -0.1 -0.2 0.0
O 3.228 4.112 2.485 0.1 -0.1 0.2
O 0.826 0.158 6.746 -0.1 0.0 -0.4
O 1.844 0.638 -1.511 0.1 -0.3 0.2
O 7.151 1.368 1.389 -0.4 0.0 0.4
N 0.574 5.799 -1.764 -0.3 -0.4 -0.3
N 0.081 -0.811 -0.448 -1.2 1.5 -0.6
N -8.017 4.638 -3.747 0.1 0.2 0.0
N -1.729 -3.943 1.318 0.1 -0.6 0.7
N 9.091 -3.637 2.635 -0.2 -0.2 -0.2
N -5.293 -2.283 4.425 -0.3 -0.3 0.0
N -1.790 -4.782 -1.719 -0.4 -0.5 -0.1
C -2.667 5.251 -4.380 0.0 0.2 -0.3
C -8.327 2.355 -4.537 -0.1 -0.2 0.3
C 0.285 -3.934 2.790 -0.5 0.0 -0.5
C 5.831 1.857 1.662 0.5 0.3 -0.2
C -4.039 1.368 7.206 0.2 0.2 0.1
C 1.286 1.764 -4.630 -0.8 -0.1 -0.9
C 9.951 -3.279 0.320 -0.4 -0.1 -0.3
C 9.390 -2.641 1.583 0.4 -0.5 0.5
C -2.547 -0.018 0.146 0.3 0.2 -0.2
C -6.151 3.099 -3.529 0.1 0.5 0.2
C 1.859 3.764 2.670 0.3 0.2 -0.6
C -0.659 -4.064 -3.771 -0.1 0.1 -0.3
C -4.442 1.614 -2.988 0.0 -0.6 0.3
C -1.044 -5.255 -2.921 -0.6 -0.2 -0.1
C -4.551 -1.026 4.497 0.5 -0.5 -0.3
C -1.116 -3.367 2.555 -0.1 -0.3 0.0
C -4.802 -0.391 5.843 0.2 -0.1 0.2
C -1.027 4.396 -0.582 -0.5 -0.7 0.2
C 0.496 -2.006 -3.858 -0.2 0.6 0.3
C 8.154 -1.804 1.357 0.4 0.0 0.0
C 4.794 0.926 -2.626 -0.1 -0.3 0.0
C 6.014 -1.909 0.390 -0.4 0.5 -0.2
C -1.966 -3.688 3.789 0.3 0.3 -0.3
C 0.535 0.055 5.344 0.0 -0.7 0.6
C -1.875 -6.255 -3.736 1.1 0.2 -0.5
C -0.966 -0.077 5.202 0.2 0.4 0.1
C 2.034 2.919 -5.261 0.3 -0.1 0.3
C 2.104 0.166 1.049 -0.6 -0.1 0.3
C 2.571 -3.717 2.177 -0.1 -0.3 -0.1
C -0.951 4.328 -3.104 0.1 -0.1 0.4
C -4.896 -0.134 3.330 0.2 0.1 -0.4
C -7.655 3.244 -3.507 -0.1 -0.1 0.2
C -0.152 4.503 -1.813 0.3 0.7 -0.2
H -0.121 6.537 -1.855 0.0 0.0 0.2
H 2.463 3.561 -4.486 -0.1 0.0 0.0
H -1.471 0.769 5.664 0.0 0.0 0.0
H 1.296 4.590 3.106 -0.1 -0.1 0.1
H -3.611 5.779 -4.260 0.0 0.0 0.0
H -5.848 -0.068 5.918 0.0 0.0 0.1
H -2.086 5.753 -5.165 0.0 -0.1 0.0
H -7.942 2.882 -2.506 -0.1 0.1 -0.1
H 0.410 2.127 -4.086 0.3 0.0 0.3
H -2.190 -5.609 -1.268 0.5 0.0 0.1
H -5.045 1.775 7.353 -0.1 -0.2 0.0
H 7.636 1.480 2.212 0.2 -0.1 -0.1
H 3.220 -3.196 1.481 0.0 0.1 0.1
H -1.508 -3.286 4.693 -0.1 0.1 0.0
H -2.713 -3.678 1.287 0.2 0.4 -0.2
H -4.755 -0.688 2.395 -0.2 0.0 0.0
H 5.871 2.915 1.926 -0.2 0.0 0.0
H 0.268 -5.030 2.703 -0.1 0.0 0.3
H -4.302 0.649 -2.496 0.0 0.0 -0.1
H -5.708 3.860 -2.862 0.0 0.0 -0.2
H -0.389 -1.391 -4.037 -0.1 -0.2 -0.1
H -1.309 -0.973 5.719 -0.1 0.0 -0.1
H 1.748 -0.079 6.875 0.0 0.1 0.1
H -2.066 -7.137 -3.131 -0.5 0.0 0.0
H 4.069 0.107 -2.646 0.1 0.0 0.1
H 9.879 -4.263 2.759 0.1 0.1 0.0
H 5.266 1.753 0.740 -0.1 -0.1 0.0
H 1.139 5.889 -2.606 0.1 0.0 0.1
H 1.430 3.498 1.701 -0.3 0.0 0.1
H -9.410 2.457 -4.443 0.0 0.0 -0.2
H -4.970 -2.963 5.105 0.0 0.2 0.2
H -7.443 5.276 -3.205 0.0 -0.1 0.0
H -5.917 0.246 3.356 -0.1 -0.1 0.1
H -3.938 2.367 -2.372 0.1 0.1 -0.3
H 2.747 -3.385 3.199 0.1 0.1 0.0
H 1.827 2.890 3.314 0.0 0.0 0.2
H -3.768 0.717 8.046 -0.1 0.0 0.0
H -1.292 -6.595 -4.600 0.0 -0.1 0.1
H -3.466 -1.222 4.438 0.0 0.2 0.1
H -1.496 3.407 -0.532 0.0 0.1 -0.1
H -3.350 2.212 7.186 0.1 -0.1 0.0
H 1.912 1.174 -3.973 0.1 0.0 0.2
H 5.341 1.316 2.475 0.0 -0.1 -0.1
H -5.201 -2.742 3.527 -0.1 0.3 -0.1
H 6.170 -1.036 -0.262 0.2 0.0 0.1
H -5.761 3.271 -4.544 0.1 -0.2 0.0
H 0.934 -2.286 -4.813 0.1 -0.1 0.1
H 4.489 1.596 -1.824 0.0 0.1 -0.1
H 2.771 -4.791 2.108 0.0 0.0 0.1
H -0.269 4.455 -3.957 -0.1 -0.1 -0.1
H 1.390 3.533 -5.890 0.0 -0.1 -0.1
H -0.457 4.491 0.340 0.1 0.2 -0.1
H -1.400 3.322 -3.124 0.1 -0.1 -0.1
H -0.144 -5.777 -2.575 0.0 0.1 0.1
H -2.043 -4.771 3.916 -0.1 0.0 -0.1
H 8.391 -0.920 0.756 -0.1 0.1 0.1
H 7.805 -1.504 2.352 -0.3 0.2 -0.2
H -1.846 5.115 -0.584 0.2 0.2 -0.1
H -4.593 -1.139 6.626 -0.2 0.1 0.0
H -0.125 -4.402 -4.665 0.0 -0.1 0.1
H -2.752 -5.785 -4.181 -0.3 -0.1 0.4
H 5.784 0.524 -2.381 0.0 0.0 -0.1
H -8.972 4.818 -3.464 0.0 -0.1 -0.1
H -1.270 -0.079 4.153 0.0 -0.2 0.0
H -4.204 0.709 3.287 -0.1 0.1 0.1
H 0.596 3.702 -1.819 0.0 0.0 0.2
H -8.014 2.623 -5.544 -0.1 0.1 -0.1
H -8.079 1.311 -4.339 0.0 0.0 -0.1
H -2.958 -3.259 3.665 -0.1 -0.1 0.2
H -1.571 -3.561 -4.123 0.0 0.1 0.1
H 10.894 -3.780 0.536 0.1 0.1 -0.1
H -0.138 1.089 -5.806 0.1 0.0 -0.2
H -1.028 -2.295 2.343 0.0 0.1 0.5
H -2.666 -4.359 -2.038 0.4 0.5 -0.1
H 1.174 -1.383 -3.275 0.2 -0.1 -0.1
H 10.162 -2.002 2.023 -0.1 0.2 -0.1
H 4.622 1.036 -4.578 0.1 -0.1 0.0
H 10.089 -2.568 -0.498 0.2 0.1 0.1
H -2.871 4.225 -4.712 0.0 0.0 0.1
H 5.506 -1.538 1.292 0.1 -0.1 0.0
H 1.000 -0.873 4.979 0.1 0.2 -0.3
H 0.568 -3.649 3.804 0.4 0.0 -0.1
H 5.343 -2.573 -0.161 0.1 -0.2 0.2
H 8.338 -4.239 2.308 0.0 0.1 0.0
H -4.020 1.527 -3.995 0.1 0.3 0.0
H 2.881 2.543 -5.834 -0.1 0.1 -0.2
H 9.246 -4.028 -0.051 0.1 0.0 0.0
H -1.802 -4.949 1.495 0.1 0.0 -0.2
H 3.309 4.608 1.666 -0.1 0.1 0.0
H 0.936 0.906 4.793 0.0 0.1 -0.1
```
Forces are in eV/Å.

Summary:
Net charge: +1
E_tot in a.u.: -4249.232428
HOMO level in eV: -10.6
Energy above the lowest of the compared OMol25 structures with the same formula, charge and spin in kcal per mole: 0.0

---

Entry 2:
The following is a DFT calculation (ωB97M-V/def2-TZVPD) of 12 unconnected molecules or ions with the total composition C66H69F3O6.

```
144
Properties=species:S:1:pos:R:3:forces:R:3
F -3.442 4.840 -0.768 -0.2 0.0 -0.2
F -1.197 2.003 3.867 0.0 -0.2 -0.5
F 0.616 -0.206 1.080 0.0 0.0 0.1
O 5.877 -1.859 -3.518 0.1 -0.7 -0.2
O -0.033 -3.681 -1.812 -0.7 0.2 0.3
O 2.056 -4.487 -1.672 0.6 -0.1 -0.2
O 4.329 -0.658 -2.401 -0.7 0.7 0.6
O 1.297 -4.015 -3.608 0.4 -0.7 -0.5
O 5.857 0.379 -3.469 -0.4 0.8 0.1
C -0.038 0.237 -0.016 0.1 -0.2 -0.2
C -1.379 -1.790 2.810 0.1 0.3 -0.6
C 0.041 5.895 1.071 0.4 0.3 -0.2
C -0.578 -0.062 -2.297 -0.2 0.0 -0.8
C -4.826 2.915 -0.831 0.0 0.7 -0.6
C 2.015 -4.502 -0.256 -0.6 -0.6 0.6
C -4.342 -1.070 1.006 -0.3 0.3 1.2
C -2.830 -1.872 -4.624 -0.5 -0.6 0.1
C 5.267 -3.013 3.817 0.2 0.0 0.1
C -0.503 2.555 6.027 -0.6 -0.4 -0.3
C 0.915 1.192 4.646 -0.3 -0.3 -0.4
C -1.009 -2.809 1.928 0.0 -0.9 0.1
C -5.657 -1.500 1.010 0.5 -0.1 -0.9
C -1.282 -4.357 3.728 0.6 -0.8 -0.3
C -1.392 4.653 2.566 0.0 0.1 0.0
C -0.978 5.000 1.290 -0.3 -0.7 -0.4
C 2.342 1.896 -4.964 0.3 0.0 0.4
C 0.330 2.325 7.112 -0.3 0.1 0.1
C -5.538 -1.514 -1.421 0.3 0.1 0.1
C 1.770 1.013 5.724 -0.4 -0.2 0.3
C -6.233 -1.749 -0.234 -0.6 0.4 0.1
C -0.831 5.312 3.645 -0.2 0.5 0.0
C 0.994 -4.030 -2.319 0.4 -0.2 -0.1
C -3.162 -1.697 -5.955 -0.2 -0.1 0.2
C -4.238 -1.002 -1.384 -0.3 0.2 0.3
C -0.269 1.902 4.826 1.1 0.1 1.0
C -3.280 -3.018 -3.956 0.5 0.2 0.6
C 0.112 1.184 -5.596 1.2 -0.9 0.2
C 3.666 -1.825 -1.973 0.0 -1.6 -0.5
C -3.654 -0.779 -0.149 0.3 -0.1 0.2
C 4.123 1.154 2.755 0.2 -0.4 -0.9
C 3.199 1.439 1.743 0.4 0.4 0.9
C 3.983 3.369 3.645 -0.6 0.0 0.2
C 0.057 6.354 3.405 1.2 -0.1 0.2
C 2.035 -0.295 -5.883 0.6 0.5 0.8
C -5.838 2.153 -0.270 0.2 -0.1 0.1
C 4.107 -2.502 4.367 -0.7 -0.2 0.1
C -4.021 -3.986 -4.592 0.2 -0.1 -0.6
C -6.362 2.500 0.970 0.2 -0.2 0.0
C 5.392 -0.827 -3.159 0.4 0.2 -0.2
C 4.532 2.112 3.672 0.4 -0.7 0.0
C 6.906 0.446 -4.400 1.4 -1.3 -0.7
C 0.687 -0.046 -5.986 -1.2 0.2 -0.6
C 1.419 1.483 6.984 0.6 0.3 -0.2
C 2.874 0.665 -5.288 -0.5 -0.7 -0.5
C -0.940 -4.124 2.394 -0.5 0.6 0.7
C 5.383 -3.154 2.445 0.1 -0.6 0.0
C 0.265 -3.657 -4.523 -1.0 0.4 0.7
C 2.570 2.678 1.797 -0.1 -0.3 -0.4
C -1.299 1.124 -2.294 0.2 0.3 0.7
C 0.979 2.130 -5.091 -0.5 0.7 -0.1
C -4.919 4.434 1.027 -0.3 0.4 0.3
C 3.071 -2.053 3.542 0.8 0.1 -0.2
C -4.375 -3.782 -5.924 0.1 -0.5 -0.3
C 0.594 6.585 2.142 -1.0 0.2 0.0
C -0.725 1.432 0.047 -0.1 0.3 -0.6
C -3.972 -2.651 -6.597 0.5 1.1 0.1
C -1.563 -3.340 4.603 -0.9 0.9 0.5
C -1.642 -2.017 4.148 0.2 -0.6 -0.5
C 0.038 -0.542 -1.164 0.0 0.3 0.3
C 2.956 3.607 2.741 -0.4 0.8 0.5
C 4.332 -2.818 1.604 0.7 1.2 1.0
C -1.365 1.872 -1.123 0.1 -0.3 0.0
C 3.257 -2.114 2.165 -0.4 -1.0 -0.9
C -4.423 4.089 -0.214 0.0 -0.5 0.6
C -5.888 3.633 1.612 0.1 -0.4 0.1
H 2.694 0.464 5.597 -0.1 -0.1 -0.1
H -6.007 -1.716 -2.375 -0.1 0.1 0.0
H 3.898 0.406 -5.057 0.1 0.3 -0.2
H 2.528 -1.741 1.454 -0.3 0.1 0.4
H -6.146 1.257 -0.794 -0.1 0.0 0.1
H -0.838 -2.661 0.869 0.0 0.4 0.0
H 6.669 -0.007 -5.367 -0.6 0.5 -0.1
H 2.171 -1.640 3.977 -0.1 0.1 -0.1
H -4.621 5.320 1.574 0.4 0.0 -0.3
H -0.709 -4.987 1.785 0.1 0.2 -0.3
H -3.886 -0.880 1.972 0.2 0.0 -0.1
H 0.359 -2.578 -4.656 -0.3 -0.1 -0.4
H 4.577 0.172 2.779 0.1 0.0 0.0
H -2.781 -0.816 -6.456 -0.2 0.0 -0.3
H -1.444 4.569 0.413 0.0 -0.2 0.2
H -7.290 -1.993 -0.268 0.1 -0.3 -0.2
H 2.373 4.514 2.864 0.1 0.1 -0.3
H -0.731 2.021 0.954 0.0 -0.1 0.1
H -6.209 3.842 2.625 -0.1 0.2 -0.1
H 4.501 -2.946 0.547 -0.4 0.1 -0.1
H -1.944 -1.170 4.748 0.0 -0.2 0.3
H -2.657 -0.379 -0.013 0.0 0.0 -0.4
H -1.918 2.801 -1.155 0.1 0.1 0.3
H -3.707 -0.691 -2.273 -0.1 -0.3 -0.1
H 0.076 -0.820 -6.440 -0.2 0.1 0.1
H 0.360 6.045 0.046 0.1 0.2 0.1
H 3.009 -4.769 0.087 0.1 0.4 -0.1
H -1.778 1.515 -3.181 0.0 -0.2 -0.1
H -2.247 -1.155 -4.067 0.1 0.1 -0.2
H -0.945 1.408 -5.611 -0.1 -0.3 -0.3
H 1.301 7.392 2.000 0.2 -0.2 -0.1
H 7.259 1.465 -4.483 -0.3 0.2 0.0
H 1.752 2.897 1.120 0.1 0.1 0.0
H -6.163 -1.641 1.955 -0.2 -0.1 -0.1
H -1.297 -5.380 4.089 0.0 0.0 0.0
H 7.752 -0.198 -4.131 -0.1 0.3 0.6
H 0.287 -4.228 -5.447 0.8 0.1 0.0
H 2.976 0.720 0.968 -0.1 -0.1 0.1
H -2.986 -3.176 -2.923 0.0 0.1 0.0
H 2.439 -1.245 -6.207 0.0 0.0 0.0
H 0.545 3.085 -4.812 0.3 0.1 0.1
H 6.287 -3.600 2.047 0.0 0.0 -0.1
H -4.267 -2.456 -7.619 0.0 -0.3 -0.1
H -0.466 -0.599 -3.231 0.0 -0.1 0.1
H 3.000 2.651 -4.552 -0.1 0.1 0.1
H 6.091 -3.334 4.442 -0.1 0.0 0.1
H -4.865 -4.558 -6.501 -0.3 0.0 0.2
H 5.282 1.828 4.401 0.0 0.1 0.0
H 4.344 -2.473 -1.417 0.0 0.1 0.1
H 3.339 -2.423 -2.831 0.0 0.2 0.0
H 1.151 0.712 3.704 -0.1 0.2 -0.1
H 1.350 -5.294 0.104 -0.1 0.1 -0.2
H -4.386 2.674 -1.791 0.0 -0.2 0.0
H -4.231 -4.932 -4.112 -0.2 0.1 0.1
H -1.888 -3.583 5.608 0.3 0.0 0.1
H 0.552 -1.492 -1.189 0.0 0.1 0.2
H 1.643 -3.564 0.157 0.3 0.1 0.0
H 0.490 6.943 4.207 -0.3 -0.2 0.2
H -7.064 1.852 1.476 -0.1 0.0 -0.1
H 0.105 2.815 8.050 0.0 -0.1 0.1
H 4.235 4.090 4.412 0.1 0.1 -0.2
H -0.706 -3.901 -4.086 0.1 0.3 0.1
H 2.047 1.235 7.829 0.0 0.2 0.1
H -1.518 -0.789 2.416 0.2 0.0 0.0
H 2.785 -1.608 -1.377 0.2 0.6 0.1
H -2.154 3.902 2.718 0.0 0.0 -0.1
H -1.128 5.070 4.656 0.0 0.1 0.0
H 3.945 -2.528 5.438 0.2 0.2 0.0
H -1.419 3.127 6.103 0.1 0.1 0.2
```
Forces are in eV/Å.

Summary:
Net charge: 0
E_tot in a.u.: -3307.369136
HOMO level in eV: -8.9
Structure (SMILES): COC(=O)OC.COC(=O)OC.Fc1ccccc1.Fc1ccccc1.Fc1ccccc1.c1ccccc1.c1ccccc1.c1ccccc1.c1ccccc1.c1ccccc1.c1ccccc1.c1ccccc1
Energy above the lowest of the compared OMol25 structures with the same formula, charge and spin in kcal per mole: 0.0

---

Entry 3:
The following is a DFT calculation (ωB97M-V/def2-TZVPD) of C17H27N5O5 in the gas phase.

```
54
Properties=species:S:1:pos:R:3:forces:R:3
O -6.145 2.944 -2.678 -0.2 0.2 0.0
O 2.002 1.422 2.076 0.1 0.1 0.1
O 2.077 0.085 0.225 -0.1 0.0 -0.3
O -0.606 -3.426 -1.464 -0.1 -0.3 0.0
O -1.859 3.237 -1.246 0.2 0.1 0.1
N -1.172 -0.775 -1.630 -0.7 0.0 -0.1
N 3.225 -0.401 2.112 0.1 0.1 0.3
N -4.904 1.048 -2.582 -0.2 -0.3 -0.1
N 0.047 -1.256 -1.344 0.8 0.6 0.1
N -3.980 3.068 -1.988 0.0 0.3 0.0
C 1.677 -3.146 1.562 0.2 -0.2 0.1
C -0.357 1.573 1.523 0.3 0.0 0.1
C -1.357 0.487 -1.628 0.8 -0.2 0.2
C 1.347 2.924 0.231 0.1 -0.2 0.1
C -3.736 0.385 -2.336 0.6 0.4 0.2
C 3.782 -1.665 1.688 0.0 -0.3 0.0
C 0.973 2.324 1.585 -0.5 0.3 -0.2
C -5.093 2.406 -2.435 0.0 0.0 0.0
C -2.738 2.522 -1.679 -0.3 -0.3 -0.1
C 2.390 0.354 1.368 0.2 -0.1 0.4
C 0.265 -2.606 -1.286 0.2 0.2 -0.1
C 1.819 -3.880 0.220 -0.1 0.2 0.0
C -3.734 -1.080 -2.561 -0.2 -0.1 -0.1
C -2.640 1.084 -1.904 -0.6 -0.1 -0.2
C 0.905 3.426 2.642 0.2 -0.4 -0.2
C 3.013 -2.863 2.257 -0.1 0.2 -0.2
C 1.715 -2.964 -1.004 -0.1 -0.3 0.1
H -4.686 -1.423 -2.958 -0.1 0.0 0.0
H 1.138 -2.209 1.416 -0.1 0.1 0.1
H 2.238 3.542 0.327 0.1 0.1 0.0
H 0.524 3.533 -0.132 -0.1 0.1 0.0
H 4.823 -1.704 2.023 -0.1 0.0 -0.1
H 2.833 -2.674 3.318 0.1 0.0 0.0
H 3.767 -1.680 0.599 0.1 0.0 0.0
H -0.558 1.196 -1.400 0.0 0.0 0.0
H 3.647 -3.749 2.186 0.0 -0.1 0.1
H -0.258 0.671 0.926 0.0 -0.1 -0.1
H 1.548 2.142 -0.494 0.0 0.1 -0.1
H -2.927 -1.352 -3.238 0.0 -0.1 0.0
H -0.677 1.290 2.523 0.0 0.0 0.1
H 3.358 -0.119 3.070 0.0 0.0 -0.1
H 0.134 4.140 2.371 -0.1 0.1 0.0
H 2.775 -4.406 0.196 0.0 -0.1 0.0
H 0.796 -0.612 -1.075 -0.2 -0.3 0.0
H 1.077 -3.761 2.235 -0.1 0.1 0.0
H -5.710 0.528 -2.904 0.1 0.2 0.1
H -1.113 2.207 1.070 -0.1 0.1 0.0
H 0.672 3.000 3.615 -0.1 0.0 0.1
H 1.029 -4.628 0.128 0.1 0.0 0.0
H -4.078 4.068 -1.851 0.0 -0.2 0.0
H 1.860 3.940 2.711 0.1 0.1 0.0
H 2.307 -2.061 -0.876 0.1 0.0 -0.1
H -3.513 -1.599 -1.630 0.0 -0.1 0.0
H 2.080 -3.505 -1.880 0.0 0.1 -0.1
```
Forces are in eV/Å.

Summary:
Net charge: 0
E_tot in a.u.: -1314.074506
HOMO level in eV: -8.2
Structure (SMILES): Cc1[nH]c(=O)[nH]c(=O)c1/C=N/NC(=O)CCCCCNC(=O)OC(C)(C)C
Energy above the lowest of the compared OMol25 structures with the same formula, charge and spin in kcal per mole: 0.0

---

Entry 4:
The following is a DFT calculation (ωB97M-V/def2-TZVPD) of a molecular structure, C17H14BrNO2PrS2.

```
38
Properties=species:S:1:pos:R:3:forces:R:3
Pr 1.033 -0.374 -0.578 -1.1 0.0 0.6
Br 3.548 -1.249 -0.923 0.5 -0.2 0.3
S 0.678 -2.731 1.626 -0.1 -0.6 0.3
S 1.183 1.083 3.140 -1.3 -1.6 -0.9
O 0.197 2.026 2.631 1.3 -0.6 0.9
O 2.478 1.559 3.546 -0.1 -0.1 -0.5
N 1.168 -0.278 2.033 0.5 1.0 1.9
C 0.091 0.534 5.714 -0.3 -0.5 -0.1
C 2.447 0.654 -3.771 -0.2 -0.1 0.3
C 0.298 -1.243 4.026 -0.9 0.5 1.3
C -1.968 0.136 1.284 0.0 -0.3 -0.7
C -0.503 -2.101 4.814 0.5 0.0 0.1
C 2.121 -0.706 -4.052 -0.2 0.0 0.1
C -1.430 0.970 -0.800 -0.2 -0.5 0.0
C -1.675 -0.439 -0.939 0.3 -0.3 0.6
C -0.987 -1.650 6.047 0.5 0.5 0.1
C 0.769 -1.423 2.661 0.5 1.6 -2.9
C 1.376 1.461 -4.243 -0.1 -0.3 -0.1
C 0.854 -0.728 -4.689 0.2 0.3 0.1
C -1.643 1.312 0.569 -0.2 -0.5 -0.5
C 0.526 0.068 4.467 -0.8 0.0 0.4
C 0.396 0.606 -4.799 0.3 0.0 -0.1
C -1.959 -0.957 0.368 0.0 0.4 -0.2
C -0.676 -0.346 6.504 0.3 -0.3 -0.3
H -1.685 2.317 0.972 0.3 -0.2 -0.1
H -1.024 -0.037 7.496 0.1 0.0 -0.5
H -0.477 0.923 -5.358 -0.1 0.0 0.2
H -1.646 -1.029 -1.861 -0.1 0.3 0.2
H 3.411 1.017 -3.410 -0.3 -0.1 0.0
H -1.259 1.639 -1.639 -0.1 0.0 0.2
H 0.393 -1.601 -5.144 0.0 0.1 0.2
H -1.565 -2.340 6.686 0.3 0.5 -0.4
H -0.720 -3.131 4.514 0.2 0.5 -0.2
H -2.271 0.062 2.334 0.4 0.1 -0.4
H 0.320 1.558 6.034 -0.2 -0.5 -0.1
H 1.380 2.545 -4.314 -0.1 -0.1 0.2
H 2.789 -1.563 -3.947 -0.3 0.3 0.1
H -2.222 -1.994 0.636 0.3 0.7 -0.3
```
Forces are in eV/Å.

Summary:
Multiplicity: 3
Net charge: -1
E_tot in a.u.: -4748.909249
HOMO level (spin up / spin down) in eV: -3.8 / -3.8

---

| no. | maximum force (eV Å⁻¹) |
| --- | --- |
| 1 | 2.07 |
| 2 | 2.02 |
| 3 | 0.98 |
| 4 | 3.33 |